C20H19NO3 | ωB97M-V with the def2-TZVPD basis set

Each line ends with the natural charge from an NBO analysis.
Atoms and positions in Å:
1 C -7.432 -0.546 1.327  -0.72
2 C -6.788 -0.537 -0.041  0.58
3 O -7.420 -0.823 -1.035  -0.55
4 C -5.358 -0.163 -0.112  -0.21
5 C -4.747 -0.136 -1.371  -0.13
6 C -3.424 0.202 -1.512  -0.26
7 C -2.655 0.527 -0.388  0.33
8 C -3.254 0.502 0.870  -0.28
9 C -4.587 0.162 1.001  -0.16
10 H -5.018 0.154 1.990  0.21
11 H -2.688 0.748 1.755  0.21
12 O -1.363 0.846 -0.629  -0.48
13 C -0.517 1.172 0.455  -0.06
14 C 0.870 1.450 -0.107  -0.44
15 H 1.218 0.561 -0.634  0.23
16 H 0.819 2.275 -0.818  0.21
17 C 1.855 1.792 1.012  -0.06
18 H 1.550 2.718 1.509  0.18
19 H 1.888 0.978 1.742  0.21
20 O 3.147 2.076 0.519  -0.50
21 C 4.003 1.108 0.109  0.39
22 C 5.184 1.589 -0.427  -0.28
23 C 6.199 0.742 -0.869  -0.18
24 C 6.053 -0.616 -0.783  -0.23
25 C 4.871 -1.157 -0.249  -0.08
26 C 4.672 -2.551 -0.138  -0.13
27 C 3.508 -3.035 0.388  -0.27
28 C 2.535 -2.109 0.797  0.06
29 N 2.680 -0.818 0.712  -0.44
30 C 3.821 -0.303 0.206  0.06
31 H 1.592 -2.447 1.211  0.19
32 H 3.326 -4.094 0.486  0.22
33 H 5.453 -3.216 -0.478  0.21
34 H 6.832 -1.286 -1.116  0.21
35 H 7.100 1.171 -1.278  0.22
36 H 5.303 2.660 -0.490  0.22
37 H -0.466 0.334 1.163  0.18
38 H -0.900 2.058 0.981  0.17
39 H -2.949 0.224 -2.479  0.23
40 H -5.347 -0.389 -2.233  0.24
41 H -8.476 -0.831 1.226  0.24
42 H -6.926 -1.258 1.975  0.23
43 H -7.371 0.443 1.777  0.23

- Kohn-Sham gap: 8.39 eV
- SMILES string: CC(=O)c1ccc(OCCCOc2cccc3cccnc23)cc1
- LUMO: 0.21 eV
- HOMO: -8.19 eV
- Relative energy (zero: lowest compared OMol25 entry of this formula, charge and spin): 16.7 kcal per mole